The following is a quantum chemistry calculation of a cluster of 2 separate species, C9H14O in total, from OMol25.

Geometry as XYZ:
```
24
Properties=species:S:1:pos:R:3:forces:R:3
C -0.22582 2.15499 -0.31351 4.27 -1.57 3.05
C 0.01825 0.68634 -0.70311 -2.94 2.31 -0.73
C -0.62147 0.42428 -1.96800 1.01 1.17 2.16
C -0.59314 -0.81638 -2.38869 0.96 -4.52 -2.22
C 0.09286 -1.84459 -1.62307 -1.40 -0.50 -1.38
O 0.24047 -3.13772 -2.28607 -2.18 1.43 3.00
C 0.58407 -1.60576 -0.36434 0.23 -3.22 -0.07
C 0.43800 -0.32792 0.13458 0.76 0.40 1.26
H -1.22017 2.46671 -0.16739 -1.22 -0.02 0.80
H 0.21087 2.86929 -0.94390 0.54 0.61 -1.79
H 0.55484 2.28031 0.56381 -2.30 0.24 -0.79
H -1.17693 1.12611 -2.57674 0.41 0.60 0.39
H -0.94260 -1.03514 -3.44958 0.24 -0.20 1.67
H 0.92549 -2.80042 -2.77899 2.88 -0.11 -2.75
H 1.03780 -2.51722 0.24894 -1.05 2.25 -1.37
H 0.70272 -0.31346 1.22936 -0.19 1.16 -1.29
C 0.26580 1.23558 4.33098 2.23 -1.93 -0.83
C -0.29107 2.21947 3.39807 -1.01 3.70 3.84
H 0.81344 1.74675 5.09926 0.16 -0.31 0.84
H -0.46857 0.49476 4.68945 0.39 0.45 0.06
H 1.01768 0.68144 3.66135 -0.59 0.25 1.52
H -1.26803 2.51956 3.84580 0.52 0.45 -0.67
H -0.47711 1.70121 2.58438 -1.04 -1.63 -4.54
H 0.36193 3.12584 3.26541 -0.69 -1.01 -0.16
```
Positions in Å, forces in eV/Å.

Its SMILES is Cc1ccc(O)cc1.CC. The calculation puts the frontier orbital gap at 9.8 eV. For the LUMO energy, the calculation gives 0.93 eV. The calculation puts the energy above the lowest of the compared OMol25 structures with the same formula, charge and spin at 2.7792 eV.